{"formula": "C3H6N2O2", "method": "the ωB97M-V functional and the def2-TZVPD basis", "largest_force_ev_per_a": 0.5, "smiles": "[H]/N=C1\\O[C@H]1O/C=N/[H].[H][H]", "e_tot_ha": -377.79729, "homo_ev": -10.55, "relative_energy_kj_mol": 425.5, "species": ["H", "N", "C", "O", "C", "O", "C", "N", "H", "H", "H", "H", "H"], "positions_angstrom": [[-0.6843, 1.6920, 3.0487], [-0.4930, 1.7663, 2.0495], [-0.1566, 0.6468, 1.6039], [0.0432, -0.6312, 1.9755], [0.2335, -0.2441, 0.5575], [-0.7440, -0.7294, -0.2847], [-0.3445, -1.4279, -1.3813], [0.8629, -1.6080, -1.6899], [0.9321, -2.1389, -2.5537], [1.2488, -0.3640, 0.1931], [-1.2361, -1.7641, -1.9160], [0.0785, 2.5131, -0.4576], [0.2593, 2.2894, -1.1451]], "forces_ev_per_angstrom": [[-0.0269, 0.1132, 0.0195], [0.1176, -0.5238, -0.0708], [-0.0845, 0.4630, 0.0479], [-0.0155, -0.1032, 0.0228], [0.1857, -0.1087, -0.1077], [0.0036, 0.0615, 0.0478], [0.2284, -0.0806, -0.1467], [-0.4453, 0.0143, 0.0243], [0.0118, 0.0204, 0.0879], [-0.1497, 0.0877, 0.0682], [0.1759, 0.0268, 0.0438], [0.0083, -0.0091, -0.0819], [-0.0094, 0.0386, 0.0449]], "mulliken_charge": [0.251, -0.600, 0.477, -0.432, -0.026, -0.294, 0.120, -0.582, 0.244, 0.469, 0.380, -0.109, 0.102]}



{"formula": "C3H6N2O2", "method": "the ωB97M-V functional and the def2-TZVPD basis", "largest_force_ev_per_a": 9.4, "e_tot_ha": -377.74032, "homo_ev": -10.19, "relative_energy_kj_mol": 575.0, "species": ["C", "C", "C", "H", "H", "H", "H", "H", "H", "N", "N", "O", "O"], "positions_angstrom": [[1.8647, -0.4659, -0.1063], [-0.3654, 0.1880, 0.0699], [-1.8413, -0.2335, 0.1017], [1.9313, 0.1767, -1.0025], [2.4658, -1.3519, -0.1653], [2.1041, 0.2017, 0.8446], [0.5574, 1.8351, 0.8480], [-1.2107, 1.7782, 0.3236], [-1.0152, -1.8435, -0.3927], [0.4564, -0.7111, 0.1688], [-0.2735, 1.5141, -0.4850], [-1.9045, -1.5549, -0.2311], [-2.7689, 0.4670, 0.0262]], "forces_ev_per_angstrom": [[-1.1638, 2.8619, 1.8471], [-2.2344, 1.4947, -1.7321], [2.4513, -3.7653, -1.9650], [0.4301, -0.2851, 0.3613], [0.0693, -0.3433, 0.1404], [0.5601, -1.1869, -1.8920], [-1.6766, -0.2872, -4.0526], [2.6150, 0.3982, -3.7877], [1.1214, -0.4468, 0.2880], [2.5019, -2.7936, -0.0900], [-0.5476, 1.3868, 9.2578], [-1.9284, 0.8614, 0.6786], [-2.1983, 2.1052, 0.9463]], "mulliken_charge": [-0.742, 0.444, 0.448, 0.349, 0.292, 0.198, 0.320, 0.386, 0.410, -0.550, -0.554, -0.513, -0.488]}



{"formula": "C3H6N2O2", "method": "the ωB97M-V functional and the def2-TZVPD basis", "largest_force_ev_per_a": 1.2, "e_tot_ha": -377.68619, "homo_ev": [-8.49, -9.47], "relative_energy_kj_mol": 227.9, "s_squared": 2.038, "multiplicity": 3, "species": ["C", "C", "C", "N", "N", "O", "O", "H", "H", "H", "H", "H", "H"], "positions_angstrom": [[-0.7779, -1.3463, -0.4287], [0.3942, -1.1031, 0.2063], [0.3702, 1.3042, 0.3763], [0.8301, 0.0241, 0.7620], [3.1595, -0.0675, -0.0176], [3.7263, -1.0560, 0.2778], [3.3558, 0.9051, -0.6567], [-1.0448, -2.3468, -0.7172], [-1.5261, -0.5867, -0.5688], [1.0517, -1.9448, 0.4062], [-0.7117, 1.3242, 0.2089], [0.6318, 2.0143, 1.1634], [0.8513, 1.6269, -0.5580]], "forces_ev_per_angstrom": [[-0.7258, 0.0551, -0.3890], [0.6368, 0.3311, 0.9341], [-0.8345, 0.3466, 0.0328], [0.4315, -0.7221, -0.1476], [-0.9430, 0.0049, 0.5709], [0.9161, -0.2901, -0.2648], [0.8203, 0.2217, -0.4868], [0.0410, -0.1816, -0.1369], [-0.1088, 0.2103, -0.0770], [-0.0439, -0.1549, 0.0180], [-0.0995, 0.2319, -0.0505], [-0.0803, 0.0582, -0.1756], [-0.0101, -0.1110, 0.1722]], "lowdin_spin": [0.393, 0.037, 0.052, 0.490, 0.446, 0.249, 0.253, 0.025, 0.024, -0.005, 0.012, 0.002, 0.022]}



{"formula": "C3H6N2O2PS", "method": "the ωB97M-V functional and the def2-TZVPD basis", "total_charge": 1, "largest_force_ev_per_a": 6.4, "smiles": "OP(O)n1cc[n+](S)c1", "e_tot_ha": -1117.12610, "homo_ev": -13.80, "relative_energy_kj_mol": 463.7, "species": ["O", "P", "O", "N", "C", "C", "N", "S", "C", "H", "H", "H", "H", "H", "H"], "positions_angstrom": [[-2.4945, 1.1349, -1.1679], [-1.2140, 0.2177, -1.8559], [-0.2945, 1.1331, -2.9632], [-0.2409, -0.3241, -0.4596], [-0.2597, -1.7465, -0.1980], [0.6226, -1.8699, 1.0578], [1.0416, -0.5142, 1.3778], [2.0250, 0.0578, 2.7190], [0.5400, 0.4903, 0.4557], [-2.0643, 1.8906, -0.6867], [0.0644, 1.9646, -2.5743], [-0.7830, -2.5772, -0.7656], [0.8792, -2.8109, 1.6354], [1.4925, 1.3332, 2.9488], [0.6856, 1.6208, 0.4766]], "forces_ev_per_angstrom": [[3.9455, 0.2735, -0.0031], [-2.6761, -0.7154, -3.0150], [-0.6714, 0.1005, 3.4756], [1.5916, 1.3560, 1.8684], [3.6602, 2.0809, 4.5105], [-2.2588, 2.2514, -3.2749], [-1.7591, 1.8053, -2.2769], [0.0853, 0.0476, 0.3087], [-0.9542, -6.3706, 0.0657], [-1.1556, -0.4368, -0.3050], [-0.1144, -0.4109, -0.6901], [0.7011, 1.6783, 0.6074], [-0.1923, 1.7380, -0.6738], [-0.0361, -1.3498, -0.5633], [-0.1658, -2.0478, -0.0343]], "mulliken_charge": [-0.419, 0.130, -0.420, 0.191, -0.101, -0.216, 0.036, -0.016, -0.110, 0.331, 0.336, 0.384, 0.372, 0.191, 0.312]}



{"formula": "C3H6N2O2S", "method": "the ωB97M-V functional and the def2-TZVPD basis", "largest_force_ev_per_a": 2.6, "e_tot_ha": -775.91484, "homo_ev": -9.79, "relative_energy_kj_mol": 591.6, "species": ["C", "C", "C", "N", "N", "O", "O", "S", "H", "H", "H", "H", "H", "H"], "positions_angstrom": [[0.2050, -0.1810, 1.0468], [-0.9360, -0.1773, 1.9698], [-0.5634, -0.3058, -1.6401], [1.2830, -0.6129, 0.8060], [0.1005, 0.8417, -0.9969], [2.0056, 2.3485, -0.8175], [2.1934, -0.5077, -0.0558], [1.5761, 1.0609, -1.3004], [-1.8180, 0.0394, 1.4104], [-0.8493, 0.4467, 2.8272], [-1.1886, -1.1503, 2.3151], [-0.9623, 0.0229, -2.6645], [0.3098, -0.9830, -1.8228], [-1.3558, -0.8421, -1.0774]], "forces_ev_per_angstrom": [[0.1903, -0.2207, 0.5710], [-0.1622, -0.2224, -0.9529], [1.4786, -0.1880, -1.8934], [-0.0278, 0.2717, -0.1669], [-2.2576, 0.1382, 1.2369], [0.4418, 0.0882, 0.6807], [0.3750, -0.3976, 0.6972], [0.1539, 0.3401, -1.6542], [-0.6309, 0.8426, -0.4405], [0.3095, 0.8025, 0.3717], [0.4503, -1.2027, 0.3511], [0.3499, -0.5389, 1.5430], [-1.2537, -0.4817, -0.2817], [0.5829, 0.7686, -0.0622]], "mulliken_charge": [0.616, -1.089, -0.699, 0.222, -0.330, -0.488, -0.524, 0.483, 0.309, 0.320, 0.345, 0.255, 0.363, 0.217]}



{"formula": "C3H6N2O2S", "method": "the ωB97M-V functional and the def2-TZVPD basis", "largest_force_ev_per_a": 7.6, "e_tot_ha": -775.94448, "homo_ev": -9.87, "relative_energy_kj_mol": 513.8, "species": ["C", "C", "C", "N", "N", "O", "O", "S", "H", "H", "H", "H", "H", "H"], "positions_angstrom": [[-0.3151, 2.2008, -0.4091], [0.2339, 0.9702, 0.2176], [-0.4963, -1.3733, 0.0831], [-1.5153, 2.2316, -0.6644], [-0.7798, -0.0273, 0.2973], [-1.9880, -0.0508, -2.3232], [-3.2962, 0.3140, -0.0949], [-2.0328, 0.5915, -0.6788], [0.2401, 3.1620, -0.4125], [1.0665, 0.5778, -0.3292], [0.7434, 1.1560, 1.0701], [-0.4294, -1.6479, -0.9864], [0.3929, -1.6319, 0.4449], [-1.2189, -2.1482, 0.4752]], "forces_ev_per_angstrom": [[2.7363, 1.1216, 2.0111], [0.7707, -1.1838, -2.8126], [-2.9899, -2.8895, -2.5143], [-3.3235, -1.0896, -1.5992], [-2.4056, 2.8281, -0.2531], [0.6049, 3.0576, 6.9099], [-0.1783, 0.6207, 0.5879], [-0.6283, -3.5878, -6.4839], [-0.0728, -0.7804, -0.0905], [0.6678, -0.2075, -1.2910], [0.8433, 1.0194, 3.5030], [-0.0978, 0.4400, 0.0632], [3.7511, -0.7688, 1.9237], [0.3220, 1.4201, 0.0457]], "mulliken_charge": [-0.039, -0.564, -1.154, -0.399, -0.028, -0.596, -0.540, 0.894, 0.366, 0.378, 0.470, 0.427, 0.500, 0.286]}